Below is a structure of composition C44H37Cl8N3O2PRhS5Si, with properties calculated with ωB97M-V/def2-TZVPD.

Positions of all 102 atoms, in Å:
Rh (-0.7056, 0.0322, 0.0181)
S (-3.5951, 0.8576, 5.0099)
C (-4.1174, 0.9035, 6.6313)
C (-3.0916, 0.6919, 7.5010)
C (-1.8563, 0.4888, 6.8364)
C (-1.9659, 0.5538, 5.4739)
C (-0.9101, 0.3634, 4.4731)
C (-1.2211, 0.4429, 3.1004)
N (-0.3458, 0.2178, 2.1536)
C (0.9371, -0.0403, 2.4792)
C (1.3581, -0.1201, 3.8084)
C (2.7421, -0.3768, 4.0878)
C (3.6381, -0.5002, 3.0857)
C (3.2341, -0.3756, 1.7134)
C (4.1426, -0.4349, 0.6417)
C (3.7004, -0.2611, -0.6457)
C (2.3180, -0.0462, -0.8360)
N (1.4483, -0.0214, 0.1417)
C (1.8883, -0.1678, 1.4151)
C (4.5784, -0.2719, -1.8199)
C (4.2188, -0.1714, -3.1365)
C (5.3331, -0.2042, -4.0151)
C (6.5143, -0.3292, -3.3532)
S (6.2872, -0.4065, -1.6622)
C (0.3923, 0.0752, 4.8084)
H (-5.1556, 1.0839, 6.8589)
H (-3.2104, 0.6832, 8.5745)
H (-0.9267, 0.3050, 7.3556)
H (-2.2143, 0.7089, 2.7619)
H (3.0567, -0.4525, 5.1215)
H (4.6853, -0.6752, 3.3000)
H (5.1925, -0.6014, 0.8559)
H (1.9303, 0.1285, -1.8276)
H (3.1970, -0.0855, -3.4803)
H (5.2544, -0.1369, -5.0902)
H (7.5081, -0.3801, -3.7680)
H (0.6973, 0.0138, 5.8458)
C (-1.4543, 6.7212, -2.0892)
C (-1.9564, 5.3071, -2.3076)
C (-1.5754, 4.7340, -3.6584)
O (-1.5587, 4.4167, -1.2259)
P (-0.1606, 4.2426, -0.5123)
S (0.2721, 5.5221, 0.8751)
S (-0.0545, 2.3746, 0.3548)
O (0.8229, 4.3802, -1.7808)
C (2.2560, 4.5047, -1.6239)
C (2.9132, 3.1436, -1.7288)
C (2.7168, 5.4653, -2.7019)
H (-1.9513, 7.3894, -2.7950)
H (-0.3779, 6.7829, -2.2524)
H (-1.6674, 7.0548, -1.0749)
H (-3.0437, 5.2911, -2.2157)
H (-0.4965, 4.6407, -3.7544)
H (-1.9420, 5.4063, -4.4375)
H (-2.0271, 3.7535, -3.8129)
H (2.4398, 4.9420, -0.6395)
H (2.5855, 2.6322, -2.6363)
H (2.6475, 2.5341, -0.8663)
H (3.9992, 3.2563, -1.7632)
H (2.4892, 5.0619, -3.6912)
H (3.7942, 5.6226, -2.6323)
H (2.2172, 6.4277, -2.5920)
Cl (-2.6173, -0.6522, -3.2519)
Si (-0.8480, -0.1278, -2.2907)
Cl (0.4042, -1.6860, -3.0636)
Cl (-0.0898, 1.4709, -3.3736)
N (-0.2010, -2.0521, 0.0832)
S (-0.5659, -3.4769, 0.7246)
C (-1.9165, -4.2596, -0.1523)
C (-2.6013, -3.5398, -1.1106)
C (-3.7099, -4.1101, -1.7230)
C (-4.1176, -5.3850, -1.3637)
C (-3.4203, -6.0982, -0.3931)
C (-2.3165, -5.5354, 0.2247)
C (0.8025, -4.4729, 0.1767)
C (0.9339, -4.8547, -1.1529)
C (2.0632, -5.5554, -1.5414)
C (3.0441, -5.8702, -0.6075)
C (2.9025, -5.4854, 0.7175)
C (1.7755, -4.7796, 1.1159)
H (0.1822, -2.2224, -0.8440)
H (-2.2892, -2.5364, -1.3631)
H (-4.2505, -3.5456, -2.4718)
H (-4.9871, -5.8264, -1.8333)
H (-3.7443, -7.0919, -0.1126)
H (-1.7750, -6.0819, 0.9888)
H (0.1652, -4.6029, -1.8735)
H (2.1786, -5.8582, -2.5738)
H (3.9242, -6.4186, -0.9176)
H (3.6669, -5.7343, 1.4417)
H (1.6541, -4.4648, 2.1456)
Cl (-2.6517, -1.9704, 2.0829)
C (-3.4845, -0.9819, 0.9126)
C (-2.7887, -0.0382, 0.1390)
C (-3.6464, 0.8101, -0.5853)
Cl (-2.9807, 2.1050, -1.4857)
C (-5.0317, 0.6641, -0.6368)
Cl (-5.9963, 1.7237, -1.5897)
C (-5.6491, -0.3600, 0.0692)
Cl (-7.3506, -0.5949, -0.0277)
C (-4.8684, -1.1776, 0.8692)
Cl (-5.6232, -2.4247, 1.7912)

Computed properties:
frontier orbital gap	6.38	eV
E_LUMO	-0.03406	hartree
E_tot	-8427.8278	Ha
HOMO	-7.31	eV
multiplicity	1



Below is a cluster of 2 separate species, C4H13N2O2 in total at a distorted geometry, with properties calculated with ωB97M-V/def2-TZVPD.

Positions of all 21 atoms, in Å:
O (-1.3788, -0.2137, -2.0045)
C (-0.8071, -0.9909, -1.2191)
N (-1.0393, -2.3753, -1.2125)
C (0.4154, -0.3906, -0.4882)
N (0.3295, 1.1359, -0.3798)
C (1.6150, 1.8613, -0.0347)
C (0.5154, -0.8745, 0.9702)
H (-1.5033, -2.7490, -2.0294)
H (-0.6667, -3.1177, -0.6039)
H (1.3293, -0.8563, -0.9234)
H (0.0384, 1.4013, -1.3820)
H (-0.5434, 1.5796, 0.1252)
H (1.5554, 2.9297, 0.3339)
H (2.1487, 1.2030, 0.7506)
H (2.3465, 1.7761, -0.8719)
H (1.0740, -1.8313, 1.1907)
H (1.1658, -0.1892, 1.5114)
H (-0.5814, -1.0704, 1.3394)
H (-1.8023, 0.2584, 2.0432)
H (-2.3752, 1.6410, 1.5094)
O (-1.8359, 0.8726, 1.3754)

Computed properties:
frontier orbital gap	11.26	eV
E_LUMO	-0.10825	hartree
total charge	+1
E_tot	-419.9257	Ha
HOMO	-14.20	eV
multiplicity	1



Below is a structure of composition C5H3NO5Zn at a distorted geometry, with properties calculated with ωB97M-V/def2-TZVPD.

Positions of all 15 atoms, in Å:
O (0.0027, 3.9867, -0.1960)
C (0.0018, 2.8535, 0.0099)
Zn (-0.0005, -0.6746, 0.2210)
O (0.0002, 0.0951, -3.3269)
C (0.0002, 0.0306, -2.1918)
C (-0.0018, -2.6748, 0.0647)
O (-0.0027, -3.8038, -0.2411)
C (-2.0623, -0.0061, 0.0131)
O (-3.1908, 0.0774, -0.2023)
C (2.0626, -0.0089, 0.0129)
O (3.1906, 0.0729, -0.2016)
N (0.0001, -0.0555, 2.2157)
H (0.8325, -0.4675, 2.6606)
H (-0.8346, -0.4641, 2.6606)
H (0.0012, 0.9458, 2.4514)

Computed properties:
frontier orbital gap	11.17	eV
E_LUMO	-0.34878	hartree
total charge	+2
E_tot	-2401.9468	Ha
HOMO	-20.66	eV
multiplicity	1



Below is the molecule C4H12N2S at a distorted geometry, with properties calculated with ωB97M-V/def2-TZVPD.

Positions of all 19 atoms, in Å:
C (1.6017, 1.0088, -2.0096)
N (0.8343, 1.5876, -0.8905)
C (0.2923, 0.6556, 0.0767)
C (1.3882, -0.2415, 0.6779)
N (0.8872, -0.9440, 1.8980)
C (-0.7648, -0.2734, -0.6214)
S (-2.2760, -0.6772, 0.3542)
H (2.5415, 0.4680, -1.7991)
H (0.9559, 0.2496, -2.4300)
H (1.8554, 1.8240, -2.6792)
H (1.4529, 2.2296, -0.4233)
H (-0.2320, 1.1390, 0.9013)
H (2.3310, 0.2890, 0.8689)
H (1.6562, -1.0443, -0.0109)
H (0.7803, -0.2292, 2.6204)
H (1.7001, -1.4364, 2.2609)
H (-0.9709, 0.1625, -1.5939)
H (-0.3348, -1.2616, -0.7406)
H (-1.5225, -1.2753, 1.2934)

Computed properties:
frontier orbital gap	9.48	eV
E_LUMO	0.03136	hartree
E_tot	-667.2682	Ha
HOMO	-8.63	eV
multiplicity	1



Below is a cluster of 17 separate species, C20H74N10O17 in total at a distorted geometry, with properties calculated with ωB97M-V/def2-TZVPD.

Positions of all 121 atoms, in Å:
C (0.0624, 0.9766, -0.5468)
C (-0.1851, -0.1070, 0.4734)
O (-1.4907, -0.4177, 0.5703)
H (1.0614, 1.3942, -0.6024)
H (-0.6230, 1.7289, -0.3255)
H (-0.1273, 0.5234, -1.5628)
H (0.2583, 0.0935, 1.4108)
H (0.2309, -1.0298, 0.1229)
H (-1.4669, -1.2537, 1.1336)
C (-4.6088, -1.7448, 0.2714)
C (-6.0079, -1.2406, 0.6451)
O (-6.9629, -2.2304, 0.2356)
H (-4.6890, -2.0231, -0.7834)
H (-4.3039, -2.6672, 0.7935)
H (-3.8003, -1.0611, 0.4723)
H (-6.2464, -0.2944, 0.1015)
H (-5.9751, -1.0516, 1.7069)
H (-7.8186, -1.7608, 0.1498)
C (4.4815, -3.8043, 0.7847)
C (3.5359, -3.4355, -0.3507)
O (2.2796, -3.8636, -0.0145)
H (4.1542, -3.3070, 1.7172)
H (5.4072, -3.3391, 0.7447)
H (4.5486, -4.8771, 1.0138)
H (3.9211, -4.0009, -1.2339)
H (3.6959, -2.3904, -0.4699)
H (1.7746, -3.4578, -0.7131)
C (3.2801, 4.5630, -1.9622)
O (2.1736, 3.9746, -1.4088)
N (4.1493, 5.3285, -1.3827)
N (3.5224, 4.4364, -3.2484)
H (4.4201, 5.0566, -0.3914)
H (4.9173, 5.8317, -1.8351)
H (2.9326, 3.7408, -3.8071)
H (4.2591, 4.9648, -3.7205)
C (-1.0148, 3.4983, -4.1577)
O (-1.3692, 4.1566, -5.3016)
N (-1.6604, 2.4081, -3.7392)
N (-0.0438, 3.8881, -3.3313)
H (-2.4545, 2.2936, -4.3442)
H (-1.2763, 1.6724, -3.1065)
H (0.4719, 4.7427, -3.5885)
H (0.5065, 3.4733, -2.6156)
C (2.2024, -1.8217, 2.5419)
O (2.6135, -1.1654, 1.4181)
N (2.3197, -1.4731, 3.8007)
N (1.5851, -2.9690, 2.5037)
H (3.1053, -0.8027, 3.8395)
H (2.1481, -2.0109, 4.6313)
H (1.6227, -3.5815, 1.6442)
H (1.4273, -3.5068, 3.3584)
C (1.7447, -2.5843, -2.9781)
O (1.0071, -3.6581, -3.5346)
N (2.9954, -2.2945, -3.1608)
N (1.1470, -1.8660, -2.0864)
H (3.6602, -2.9549, -3.6455)
H (3.3273, -1.4907, -2.7350)
H (0.3112, -2.2232, -1.6487)
H (1.5210, -0.9836, -1.8212)
C (-1.9908, -3.1764, 2.7956)
O (-3.0828, -3.9214, 2.5193)
N (-1.6873, -2.6456, 3.9095)
N (-1.0772, -2.8749, 1.9571)
H (-2.4793, -2.6256, 4.5616)
H (-1.1507, -1.7625, 3.8033)
H (-1.1526, -3.3170, 1.0488)
H (-0.0915, -2.6564, 2.2287)
C (-2.1411, -3.5507, -1.0613)
O (-0.7323, -3.4042, -0.8119)
H (-2.4156, -4.0637, -1.9722)
H (-2.5566, -2.4911, -1.0676)
H (-2.6960, -4.0464, -0.2916)
H (-0.3951, -4.2908, -1.1548)
C (-3.7489, 0.8355, -1.6342)
O (-2.6924, -0.0030, -1.6758)
H (-4.2380, 0.9960, -2.6200)
H (-3.2838, 1.8220, -1.4472)
H (-4.4649, 0.5439, -0.8620)
H (-2.3928, -0.1701, -0.7951)
C (-0.9997, 4.6409, -0.3449)
O (-1.8746, 3.9971, -1.1706)
H (-1.4514, 4.9091, 0.6224)
H (-0.6143, 5.5358, -0.8057)
H (-0.1050, 4.0982, -0.1620)
H (-1.4951, 4.0554, -2.0798)
C (3.2041, 1.1721, -2.2187)
O (3.1515, 0.0488, -1.3482)
H (3.8068, 1.0086, -3.0751)
H (3.6603, 1.9519, -1.6483)
H (2.1931, 1.4732, -2.5103)
H (4.0653, -0.0894, -1.1306)
C (0.8692, 0.2196, -5.0043)
O (0.5266, 0.3083, -6.3465)
H (1.9122, 0.4145, -4.8701)
H (0.7106, -0.7592, -4.6078)
H (0.3928, 0.9541, -4.3342)
H (1.1202, 0.9790, -6.7248)
C (2.9588, 2.2845, 1.3435)
O (2.2950, 1.5710, 2.3247)
H (2.2199, 2.7348, 0.7584)
H (3.5285, 1.5699, 0.7616)
H (3.7836, 2.9645, 1.5797)
H (1.9179, 0.7957, 1.8810)
C (-0.2047, -0.3625, 5.7133)
O (-0.0823, -0.4928, 4.2959)
H (-1.0282, 0.2437, 5.9699)
H (0.6452, 0.0766, 6.1833)
H (-0.3828, -1.3101, 6.1889)
H (0.8589, -0.8546, 4.1765)
C (-3.4100, -0.1645, 3.1973)
O (-3.4177, 0.1832, 4.5680)
H (-4.0343, 0.3952, 2.5043)
H (-3.7068, -1.1902, 3.1420)
H (-2.4376, -0.0130, 2.7733)
H (-3.2374, -0.6701, 5.0108)
C (-1.0642, 2.5224, 2.7742)
O (-1.9711, 2.4550, 3.8273)
H (-0.9466, 3.6047, 2.5596)
H (-1.3732, 1.9784, 1.9058)
H (-0.0501, 2.0548, 3.0093)
H (-2.1213, 1.5060, 3.9498)

Computed properties:
frontier orbital gap	8.61	eV
E_LUMO	-0.01515	hartree
E_tot	-2632.7802	Ha
HOMO	-9.02	eV
multiplicity	1



Below is a structure of composition CH7N2O2P at a distorted geometry, with properties calculated with ωB97M-V/def2-TZVPD.

Positions of all 13 atoms, in Å:
C (-0.4976, 0.9549, 0.4184)
N (0.2950, -0.8162, -1.4748)
N (-1.8059, 0.3695, 0.4416)
O (2.9085, 0.1907, 0.4315)
O (0.8401, -1.3801, 1.0514)
P (0.8700, -0.1555, 0.0095)
H (-0.5635, 1.9059, -0.1588)
H (-0.2606, 1.3162, 1.4204)
H (-0.3083, -0.0960, -1.8612)
H (1.0103, -1.1277, -2.1420)
H (-2.3606, 0.2756, -0.4043)
H (1.5623, -0.8536, 1.4983)
H (-1.6897, -0.5836, 0.7700)

Computed properties:
frontier orbital gap (spin up / spin down)	9.32 / 9.32	eV
E_LUMO (spin up / spin down)	0.00334 / 0.00333	hartree
E_tot	-643.5515	Ha
HOMO (spin up / spin down)	-9.23 / -9.23	eV
multiplicity	1



Below is a structure of composition C23H32InN4O3Te, with properties calculated with ωB97M-V/def2-TZVPD.

Positions of all 64 atoms, in Å:
In (-0.8534, -1.8100, -2.5764)
C (3.5995, -3.8110, -1.7461)
O (2.4885, -3.8656, -0.8010)
C (1.3750, -3.2970, -1.1430)
O (1.1723, -2.7268, -2.2264)
N (0.4332, -3.3690, -0.1701)
N (-0.8695, -2.9796, -0.4975)
H (4.4565, -4.1555, -1.1807)
H (3.7369, -2.7896, -2.0884)
H (3.3867, -4.4774, -2.5770)
H (0.5936, -3.9505, 0.6407)
H (-1.2360, -2.3243, 0.1971)
H (-1.4864, -3.7892, -0.5404)
N (-4.3694, -1.8088, -2.6017)
C (-3.3514, -1.8091, -2.0596)
H (-5.2784, -1.8472, -3.0288)
C (0.9401, 0.1364, -4.4741)
C (0.5473, 0.8277, -3.2020)
O (0.8908, 1.9826, -2.9396)
N (-0.1954, 0.1679, -2.2554)
Te (-0.5162, 1.6731, -0.9110)
C (1.1699, 2.0220, 0.2935)
C (2.4279, 1.4359, 0.1781)
C (2.7954, 0.3775, -0.8270)
C (3.4206, 1.8698, 1.0510)
C (3.1940, 2.8446, 2.0126)
C (4.2866, 3.3030, 2.9325)
C (1.9198, 3.4002, 2.0967)
C (0.8940, 3.0150, 1.2484)
C (-0.4575, 3.6720, 1.3956)
C (-1.7028, 0.4469, 0.3487)
C (-1.2295, -0.3650, 1.3932)
C (0.2335, -0.5814, 1.6970)
C (-2.1562, -1.0303, 2.1922)
C (-3.5293, -0.8853, 2.0171)
C (-4.5058, -1.5581, 2.9355)
C (-3.9686, -0.0706, 0.9799)
C (-3.0857, 0.5990, 0.1423)
C (-3.6642, 1.4644, -0.9522)
H (1.4137, 0.8516, -5.1401)
H (0.0752, -0.2983, -4.9800)
H (1.6504, -0.6636, -4.2518)
H (1.9334, -0.1829, -1.1849)
H (3.5040, -0.3226, -0.3830)
H (3.2804, 0.8312, -1.6936)
H (4.4056, 1.4239, 0.9724)
H (5.1806, 2.6921, 2.8266)
H (3.9618, 3.2633, 3.9724)
H (4.5559, 4.3376, 2.7151)
H (1.7201, 4.1635, 2.8397)
H (-0.4521, 4.3489, 2.2468)
H (-1.2594, 2.9494, 1.5829)
H (-0.7229, 4.2680, 0.5183)
H (0.8413, -0.6837, 0.7969)
H (0.3605, -1.4785, 2.3039)
H (0.6540, 0.2503, 2.2641)
H (-1.7930, -1.6574, 2.9994)
H (-4.0352, -2.3563, 3.5061)
H (-5.3469, -1.9737, 2.3812)
H (-4.9125, -0.8372, 3.6468)
H (-5.0342, 0.0533, 0.8218)
H (-4.7335, 1.2846, -1.0449)
H (-3.2170, 1.2708, -1.9308)
H (-3.5365, 2.5281, -0.7387)

Computed properties:
frontier orbital gap (spin up / spin down)	8.67 / 6.31	eV
E_LUMO (spin up / spin down)	-0.19701 / -0.28427	hartree
total charge	+2
E_tot	-1797.9491	Ha
⟨S²⟩	0.75
HOMO (spin up / spin down)	-14.03 / -14.04	eV
multiplicity	2



Below is the molecule C5H11N at a distorted geometry, with properties calculated with ωB97M-V/def2-TZVPD.

Positions of all 17 atoms, in Å:
C (-1.9226, -0.0502, -0.5002)
N (-0.6539, -0.8318, -0.2942)
C (-0.1150, -0.9189, 1.0995)
C (0.4809, -0.0350, 0.0685)
C (1.6615, -0.6461, -0.5907)
C (0.4131, 1.5311, 0.2430)
H (-1.7087, 0.6000, -1.3843)
H (-2.7424, -0.7916, -0.7590)
H (-2.3414, 0.4426, 0.5219)
H (-0.5033, -0.3085, 1.9666)
H (0.0989, -2.0583, 1.2035)
H (2.5857, -0.4884, 0.0305)
H (1.6589, -1.7652, -0.7635)
H (1.7398, -0.2209, -1.6028)
H (-0.1093, 1.7285, 1.3602)
H (-0.2091, 2.0094, -0.8015)
H (1.6669, 1.8033, 0.2024)

Computed properties:
frontier orbital gap	9.99	eV
E_LUMO	0.03505	hartree
E_tot	-251.7198	Ha
HOMO	-9.03	eV
multiplicity	1



Computed values of relative energy (zero: lowest compared OMol25 entry of this formula, charge and spin) (unit: kJ/mol) for the preceding records, in sequence: 74.6 261.8 58.7 69.9 237.6 407.1 13.7 374.8.